C8H15F6GaNO2S | the ωB97M-V functional and the def2-TZVPD basis

Element x y z (Å)
Ga  0.61  -0.42  0.06
S  1.92  1.07  -1.09
F  5.07  2.87  -1.03
F  2.50  3.69  -0.47
F  4.90  0.77  0.30
F  -1.96  -3.75  -1.14
F  2.17  2.10  1.41
F  4.85  2.92  1.34
O  2.96  0.21  -1.91
O  1.16  1.93  -2.16
N  -0.83  0.37  1.09
C  -0.24  -1.77  -1.31
C  2.78  2.30  0.05
C  4.41  2.15  0.12
C  -0.99  -2.92  -0.38
C  -1.49  1.54  0.39
C  -2.92  1.00  -0.23
C  -4.03  0.57  0.91
C  0.19  -3.81  0.33
H  -5.03  0.22  0.35
H  1.18  -3.76  -0.31
H  -0.98  -1.19  -2.01
H  -2.67  0.06  -0.88
H  0.48  -3.40  1.41
H  -1.53  -2.33  0.50
H  -3.39  1.89  -0.85
H  -1.70  2.35  1.23
H  0.64  -2.17  -1.96
H  -3.69  -0.35  1.57
H  -0.57  0.57  2.08
H  -0.21  -4.92  0.44
H  -4.35  1.48  1.58
H  -0.84  2.04  -0.45
H  1.59  -1.30  1.01

The calculation puts the maximum force at 7.90 eV Å⁻¹. Its charge is -1. As for the LUMO energy: 3.005 eV. For the electronic energy, the calculation gives -3441.0678 hartree. Its HOMO-LUMO gap is 8.437 eV.